{"formula": "C22H23Cl3N3O3SSbSe4Ti", "method": "wB97M-V/def2-TZVPD", "e_homo_ev": [-2.0, -2.1], "charge": -2, "s2": 2.014, "orbital_gap_ha": [0.212, 0.204], "relative_energy_kj_mol": 0.0, "spin_multiplicity": 3, "e_lumo_ev": [3.723, 3.481], "elements": ["Ti", "C", "C", "C", "C", "C", "C", "N", "N", "C", "C", "C", "C", "C", "N", "H", "H", "H", "H", "H", "H", "H", "H", "H", "Cl", "C", "C", "C", "Cl", "C", "O", "C", "Cl", "C", "H", "H", "C", "O", "C", "C", "H", "H", "H", "H", "H", "H", "Se", "Sb", "Se", "Se", "Se", "C", "S", "C", "O", "H", "H", "H", "H", "H", "H"], "xyz": [[-10.1401, -13.2377, 8.5244], [-14.6336, -10.0853, 9.6205], [-14.7627, -11.1777, 10.4704], [-13.8281, -12.2010, 10.5069], [-12.7913, -12.2329, 9.5569], [-12.6586, -11.1714, 8.6706], [-13.5251, -10.0924, 8.7221], [-11.8749, -13.2896, 9.4915], [-12.2457, -14.2999, 10.3622], [-11.7526, -15.4685, 10.2369], [-12.1821, -16.5114, 11.1897], [-11.3239, -17.5040, 11.5112], [-10.0557, -17.5161, 10.8324], [-9.8940, -16.8062, 9.6948], [-10.8589, -15.9257, 9.2523], [-15.2942, -9.2168, 9.6183], [-15.6209, -11.1828, 11.1991], [-13.8551, -13.0207, 11.2132], [-11.8156, -11.1685, 8.0060], [-13.3897, -9.2212, 8.0786], [-13.1874, -16.4775, 11.6807], [-11.5815, -18.2745, 12.2187], [-9.2081, -18.1449, 11.1437], [-8.9758, -16.7999, 9.0704], [-4.2209, -15.3623, 13.3098], [-5.4949, -15.0558, 12.1696], [-6.7982, -14.8064, 12.6226], [-7.8119, -14.5281, 11.7537], [-9.4392, -14.4315, 12.4260], [-7.6073, -14.4030, 10.3335], [-8.5232, -14.1765, 9.4574], [-6.2853, -14.7274, 9.9595], [-6.1346, -14.6920, 8.1949], [-5.2096, -15.0672, 10.7971], [-7.1169, -14.7861, 13.6523], [-4.2129, -15.2246, 10.4044], [-12.5127, -16.2488, 6.7481], [-12.1635, -15.0714, 7.4741], [-10.8242, -15.1547, 7.9757], [-9.8876, -15.7648, 6.8881], [-12.3311, -16.0687, 5.6703], [-13.5874, -16.3491, 6.8898], [-12.0218, -17.1146, 7.1840], [-9.9225, -16.8776, 6.7714], [-8.8258, -15.5320, 7.1264], [-10.0247, -15.2521, 5.9475], [-12.1131, -9.4842, 3.4793], [-10.3063, -9.5421, 5.1368], [-9.7641, -7.6667, 6.7575], [-8.2803, -10.6145, 3.8547], [-10.2462, -12.0848, 5.8997], [-8.3515, -9.2045, 9.8242], [-8.8509, -10.3354, 8.4878], [-7.1792, -10.4152, 7.6442], [-9.1208, -11.5875, 9.2502], [-7.4631, -9.5686, 10.3024], [-9.1831, -9.1689, 10.4859], [-8.2119, -8.2268, 9.4273], [-6.8166, -9.4148, 7.4096], [-7.4244, -10.9215, 6.7039], [-6.4801, -11.0022, 8.2631]]}



{"formula": "C35H50F7IN9O24PS", "method": "wB97M-V/def2-TZVPD", "e_homo_ev": -8.1, "smiles": "[H]/N=C(\\C)Cc1cc(CCO)c(P(O)I)c2c1C(=O)c1c(CCO)c(OCCC)cc(S(=O)(=O)C(F)(F)C(F)(F)C(F)(F)F)c1C2=O.C[N+](=O)[O-].C[N+](=O)[O-].C[N+](=O)[O-].C[N+](=O)[O-].C[N+](=O)[O-].C[N+](=O)[O-].C[N+](=O)[O-].C[N+](=O)[O-]", "charge": 0, "orbital_gap_ha": 0.258, "e_lumo_ev": -1.098, "elements": ["H", "N", "C", "C", "C", "C", "C", "C", "C", "C", "O", "C", "P", "O", "I", "C", "C", "C", "O", "C", "C", "C", "C", "O", "C", "O", "C", "C", "C", "C", "C", "S", "O", "O", "C", "F", "F", "C", "F", "F", "C", "F", "F", "F", "C", "C", "O", "H", "H", "H", "H", "H", "H", "H", "H", "H", "H", "H", "H", "H", "H", "H", "H", "H", "H", "H", "H", "H", "H", "H", "H", "H", "C", "N", "O", "O", "H", "H", "H", "C", "N", "O", "O", "H", "H", "H", "C", "N", "O", "O", "H", "H", "H", "C", "N", "O", "O", "H", "H", "H", "C", "N", "O", "O", "H", "H", "H", "C", "N", "O", "O", "H", "H", "H", "C", "N", "O", "O", "H", "H", "H", "C", "N", "O", "O", "H", "H", "H"], "xyz": [[3.6835, -1.7019, 3.3390], [3.1544, -1.8116, 2.4635], [3.9208, -1.5598, 1.4705], [5.4058, -1.1151, 1.6556], [3.3351, -1.7011, 0.0139], [2.7195, -0.3422, -0.4792], [3.5381, 0.8675, -0.5594], [2.9966, 2.1586, -0.9723], [3.9796, 3.3794, -0.9719], [4.3088, 3.6489, 0.5702], [3.2540, 3.1457, 1.4303], [1.5793, 2.2620, -1.3464], [0.9790, 3.9544, -1.8589], [-0.4495, 4.1779, -0.9657], [0.4447, 3.9786, -4.2889], [0.7199, 1.0843, -1.2754], [1.3113, -0.2013, -0.8550], [0.3383, -1.4209, -0.8103], [0.6326, -2.5153, -1.2221], [-1.0750, -1.0713, -0.2237], [-1.6979, -2.0159, 0.6797], [-1.0813, -3.3834, 1.0851], [-1.8163, -4.6114, 0.4109], [-2.6025, -4.2367, -0.7338], [-2.9990, -1.6619, 1.2551], [-3.6788, -2.4610, 2.1510], [-3.1630, -2.3668, 3.5111], [-2.4251, -1.0337, 3.8691], [-2.3329, -0.9061, 5.4583], [-3.5844, -0.3995, 0.8793], [-2.9531, 0.5678, -0.0277], [-3.7691, 2.1299, -0.3668], [-5.0048, 1.8317, -1.1047], [-2.9995, 3.1349, -1.0611], [-4.2137, 2.8988, 1.3044], [-3.5927, 2.2268, 2.3522], [-3.6728, 4.1597, 1.3339], [-5.7562, 2.8932, 1.6165], [-5.8894, 3.3405, 2.9270], [-6.3043, 1.6464, 1.5802], [-6.6385, 3.8571, 0.7088], [-5.9453, 4.5354, -0.2297], [-7.5396, 3.0712, 0.0258], [-7.4053, 4.6719, 1.4869], [-1.6653, 0.2242, -0.6107], [-0.8208, 1.0687, -1.6013], [-1.2158, 1.6157, -2.5914], [5.7305, -0.5040, 0.7698], [6.1103, -1.9922, 1.6885], [5.5380, -0.4508, 2.5513], [2.5424, -2.4894, 0.1063], [4.0963, -2.0314, -0.7305], [4.6151, 0.8427, -0.2619], [3.5104, 4.3226, -1.3507], [4.9342, 3.1776, -1.5104], [5.2512, 3.1160, 0.8699], [4.4120, 4.7378, 0.8018], [3.6252, 2.9192, 2.2983], [-0.1898, 4.0654, -0.0297], [0.0009, -3.4711, 0.8252], [-1.1475, -3.5489, 2.1914], [-1.1040, -5.4168, 0.0757], [-2.5010, -5.1226, 1.1490], [-3.2722, -4.9441, -0.8459], [-2.4727, -3.2304, 3.6801], [-4.0316, -2.4717, 4.2104], [-1.3710, -1.0127, 3.4729], [-2.9669, -0.1078, 3.5359], [-3.3952, -0.7673, 5.7976], [-1.8107, 0.0421, 5.7449], [-1.8729, -1.8048, 5.9349], [-4.5791, -0.1446, 1.3249], [-1.6181, -6.7962, -3.5892], [-1.8403, -7.0694, -2.1454], [-0.8976, -7.4805, -1.5000], [-2.9586, -6.8589, -1.7124], [-0.5851, -7.0264, -3.8325], [-2.2990, -7.4313, -4.1515], [-1.8304, -5.7425, -3.7584], [-3.8291, 3.3537, 5.6380], [-3.1541, 2.4565, 6.6136], [-2.2693, 2.9343, 7.2964], [-3.5389, 1.3024, 6.6571], [-3.3863, 4.3430, 5.7097], [-3.6776, 2.9336, 4.6470], [-4.8853, 3.3831, 5.8961], [5.9806, -5.6682, 2.7783], [5.9663, -4.5376, 1.8128], [5.0534, -4.4904, 1.0184], [6.8820, -3.7320, 1.8906], [5.1144, -6.2962, 2.5919], [6.9023, -6.2234, 2.6192], [5.9431, -5.2447, 3.7795], [-6.2127, 3.7870, -3.2916], [-6.5614, 5.0051, -4.0710], [-7.4658, 5.7014, -3.6490], [-5.9139, 5.2173, -5.0778], [-6.8660, 3.7257, -2.4279], [-6.3550, 2.9289, -3.9445], [-5.1734, 3.8803, -2.9834], [-5.6144, -0.2211, -4.0383], [-6.5099, -1.0367, -4.9019], [-7.7075, -0.8514, -4.8008], [-5.9756, -1.8333, -5.6493], [-6.2229, 0.4402, -3.4284], [-5.0466, -0.9072, -3.4138], [-4.9594, 0.3508, -4.6923], [3.9478, 7.9747, -2.9024], [4.6371, 7.1146, -1.9040], [5.5391, 7.6113, -1.2618], [4.2422, 5.9658, -1.8035], [4.3997, 8.9620, -2.8831], [4.0743, 7.5102, -3.8778], [2.8977, 8.0240, -2.6227], [9.6397, -3.1330, 0.2543], [9.3373, -1.9022, -0.5250], [8.4430, -1.1859, -0.1164], [10.0097, -1.7020, -1.5171], [8.9680, -3.1819, 1.1049], [9.4889, -3.9844, -0.4056], [10.6747, -3.0669, 0.5824], [2.5051, -2.3712, -3.9802], [3.8122, -2.5148, -3.2865], [3.9964, -3.5377, -2.6486], [4.6014, -1.5989, -3.4064], [1.9075, -3.2563, -3.7843], [2.0200, -1.4818, -3.5830], [2.7088, -2.2687, -5.0441]]}



{"formula": "C53H43I4N8O2PTi", "method": "wB97M-V/def2-TZVPD", "e_homo_ev": [-4.7, -4.7], "charge": 0, "orbital_gap_ha": [0.134, 0.134], "relative_energy_kj_mol": 64.1, "e_lumo_ev": [-1.032, -1.033], "elements": ["Ti", "I", "C", "C", "C", "C", "C", "C", "C", "C", "C", "C", "C", "C", "C", "C", "C", "C", "I", "C", "C", "C", "N", "C", "C", "C", "C", "C", "C", "I", "C", "C", "C", "C", "C", "C", "N", "C", "C", "C", "C", "C", "N", "C", "C", "C", "C", "I", "C", "C", "C", "C", "N", "H", "H", "H", "H", "H", "H", "H", "H", "H", "H", "H", "H", "H", "H", "H", "H", "H", "H", "H", "H", "H", "H", "H", "H", "N", "C", "C", "C", "O", "O", "H", "H", "H", "H", "H", "H", "C", "N", "C", "N", "C", "N", "C", "P", "C", "C", "H", "H", "H", "H", "H", "H", "H", "H", "H", "H", "H", "H", "H"], "xyz": [[0.2574, 0.4034, -0.8023], [5.8707, 7.4475, 2.4149], [4.7817, 5.8719, 1.6005], [5.3164, 5.1356, 0.5536], [4.5896, 4.0880, 0.0143], [3.3264, 3.7661, 0.5017], [2.8141, 4.5144, 1.5587], [3.5306, 5.5637, 2.1108], [2.5506, 2.6225, -0.0393], [2.4512, 1.4765, 0.7707], [3.1857, 1.2111, 1.9458], [3.1835, -0.1476, 2.1359], [2.4151, -0.7372, 1.1041], [2.0870, -2.1142, 0.9155], [3.0551, -3.1827, 1.1926], [4.3255, -2.9366, 1.7389], [5.2348, -3.9494, 1.9783], [4.9212, -5.2585, 1.6508], [6.2772, -6.7884, 2.0262], [3.7097, -5.5317, 1.0372], [2.8066, -4.5118, 0.8067], [0.7787, -2.4267, 0.4432], [0.0012, -1.5231, -0.2525], [-1.2790, -2.0527, -0.3551], [-2.2320, -1.6077, -1.2970], [-3.5675, -2.2509, -1.2396], [-4.5570, -1.7279, -0.4133], [-5.7900, -2.3481, -0.2941], [-6.0398, -3.5086, -1.0117], [-7.8725, -4.4735, -0.8024], [-5.0755, -4.0360, -1.8574], [-3.8466, -3.4044, -1.9640], [-1.8808, -0.8277, -2.3910], [-2.5211, -0.7766, -3.6645], [-1.6894, -0.1115, -4.5174], [-0.5566, 0.3243, -3.7719], [-0.6833, -0.1329, -2.4765], [0.4117, 1.2435, -4.1801], [1.2805, 1.8939, -3.3031], [2.0742, 3.0367, -3.5941], [2.5765, 3.5094, -2.4159], [2.1664, 2.6204, -1.3816], [1.3557, 1.6398, -1.9430], [0.4092, 1.6590, -5.6092], [1.0462, 0.8808, -6.5691], [1.0525, 1.2563, -7.9037], [0.4133, 2.4261, -8.2833], [0.4275, 3.0064, -10.2826], [-0.2322, 3.2152, -7.3436], [-0.2304, 2.8251, -6.0151], [-1.3108, -3.2841, 0.3282], [-0.0317, -3.5334, 0.7878], [1.9194, 0.2722, 0.3093], [6.2987, 5.3680, 0.1689], [5.0141, 3.5003, -0.7881], [1.8383, 4.2656, 1.9563], [3.1155, 6.1367, 2.9271], [3.6988, 1.9495, 2.5373], [3.6238, -0.6761, 2.9606], [4.6391, -1.9319, 1.9501], [6.1966, -3.7086, 2.4076], [3.4727, -6.5352, 0.7152], [1.9089, -4.7546, 0.2668], [-4.3515, -0.8197, 0.1390], [-6.5524, -1.9261, 0.3448], [-5.2786, -4.9313, -2.4268], [-3.0858, -3.8176, -2.6123], [-3.4660, -1.2359, -3.8996], [-1.8463, 0.0841, -5.5636], [2.2140, 3.4537, -4.5766], [3.1983, 4.3756, -2.2773], [1.5442, -0.0301, -6.2642], [1.5522, 0.6422, -8.6392], [-0.7345, 4.1230, -7.6441], [-0.7347, 3.4350, -5.2770], [-2.1614, -3.9464, 0.3628], [0.2934, -4.3847, 1.3605], [-1.3973, 2.5338, -1.6100], [-1.9330, 3.4483, -0.6178], [-1.0231, 3.4358, 0.6105], [-1.1329, 2.1249, 1.3414], [-1.5967, 2.0585, 2.4669], [-0.7592, 1.0429, 0.6875], [-0.6563, 2.9835, -2.1422], [-2.0989, 2.2268, -2.2765], [-2.9410, 3.1248, -0.3427], [-2.0127, 4.4780, -0.9910], [-1.2881, 4.2320, 1.3069], [0.0096, 3.5790, 0.2749], [-3.0306, -1.8573, 5.6263], [-2.5666, -2.7068, 4.4440], [-1.0260, -2.7136, 4.4414], [-0.5211, -1.3975, 4.4179], [-1.0228, -0.6272, 5.5413], [-2.4810, -0.5553, 5.5733], [-3.0091, 0.2381, 4.4552], [-2.5546, -0.4245, 2.7801], [-3.0999, -2.1611, 3.1528], [-0.7603, -0.7291, 3.1370], [-2.7004, -2.3852, 6.5248], [-4.1222, -1.8338, 5.5807], [-2.8985, -3.6633, 4.5699], [-0.7165, -3.2732, 3.5575], [-0.7331, -3.2344, 5.3577], [-0.6262, 0.3846, 5.4728], [-0.6749, -1.0865, 6.4714], [-2.6230, 1.2529, 4.5378], [-4.0975, 0.2898, 4.5460], [-2.7419, -2.8120, 2.3544], [-4.1902, -2.2270, 3.1971], [-0.2357, 0.2244, 3.1322], [-0.3419, -1.3318, 2.3403]]}